# 1
This record from the OMol25 dataset describes 7 unconnected molecules or ions with the total composition C6H23N7O14P in a non-equilibrium geometry. The level of theory is wB97M-V/def2-TZVPD.

Last column: Mulliken charge in e.
Positions of all 51 atoms, in Å:
H  2.503  -2.267  -0.033  0.2646
H  2.650  3.601  -1.151  -0.1510
P  1.584  2.643  -0.961  0.6737
H  -2.802  -1.057  -2.843  0.3285
O  1.467  2.963  0.753  -0.3188
C  1.920  -3.037  0.477  -0.6703
O  -1.005  -2.826  -2.183  -0.4740
H  4.971  0.336  3.855  0.3189
N  4.681  -0.074  1.822  0.8686
O  3.690  0.175  1.126  -0.4364
H  0.543  3.646  -1.187  -0.2706
O  0.115  5.533  -1.822  -0.5389
H  4.833  -1.410  3.428  0.2756
H  -2.357  -2.059  -4.275  0.2911
O  2.962  -5.012  1.139  -0.5432
H  -1.966  1.400  1.744  0.3427
N  -3.804  0.589  1.094  0.8863
H  -4.641  -2.798  0.759  0.1516
N  2.850  -3.799  1.353  0.8683
N  1.584  1.830  1.481  0.1210
H  -2.088  -0.392  1.785  0.2194
O  -4.635  -0.316  1.237  -0.5727
O  3.440  -3.159  2.230  -0.5097
O  5.857  -0.073  1.438  -0.5839
H  1.961  7.206  -3.528  0.2797
H  3.369  -0.369  3.450  0.2518
C  -2.876  -2.039  -3.315  -0.7517
H  2.532  1.571  -0.794  -0.2710
H  1.472  -3.723  -0.246  0.3391
O  -2.889  -3.950  -1.983  -0.6016
C  4.443  -0.405  3.253  -0.7544
C  1.499  7.263  -2.540  -0.7889
H  -2.960  0.603  3.011  0.2869
H  -5.761  -4.072  0.166  0.2839
O  -4.728  -5.691  1.619  -0.5553
H  1.152  -2.596  1.116  0.2315
H  0.536  7.775  -2.593  0.2998
N  1.280  5.870  -2.066  0.8336
N  -4.042  -4.760  1.181  0.9069
H  2.158  7.756  -1.822  0.2828
O  -2.844  -4.567  1.419  -0.5149
C  -4.715  -3.780  0.287  -0.3604
H  -3.921  -2.331  -3.435  0.2945
H  0.512  1.646  -0.924  -0.2433
O  2.282  5.155  -1.951  -0.5333
H  1.605  2.439  -2.407  0.0491
H  -4.196  -3.799  -0.673  0.1534
O  0.466  1.314  1.664  -0.3352
N  -2.203  -3.019  -2.420  0.8646
O  -3.878  1.521  0.285  -0.5044
C  -2.608  0.548  1.978  -0.6839

Properties
- 2S+1: 1
- M: 448.26 g mol⁻¹
- Total charge: -1
- HOMO-LUMO gap: 4.42 eV
- E_LUMO: 1.51 eV
- Total energy: -2019.615509 Eh

# 2
This record from the OMol25 dataset describes 2 unconnected molecules or ions with the total composition C6H16NO in a non-equilibrium geometry. The level of theory is wB97M-V/def2-TZVPD.

Last column: Mulliken charge in e.
Positions of all 24 atoms, in Å:
O  -0.375  -1.576  2.711  -0.5391
N  2.233  -1.170  0.293  -1.8248
H  -2.740  1.963  0.504  0.3256
H  0.925  1.167  0.325  0.2959
C  -0.612  2.579  -1.189  -1.1860
H  -1.080  -2.223  2.835  0.2886
H  0.903  0.188  -1.935  0.3316
H  2.912  -0.456  -0.043  0.8447
H  1.843  -0.627  1.108  0.3257
H  -0.567  -0.852  3.314  0.2733
C  0.352  -0.471  -1.235  -0.5369
H  -0.330  -0.017  0.830  0.0998
C  -2.406  1.139  -0.155  -1.3394
H  -2.520  0.201  0.284  0.4162
H  -0.512  -0.897  -1.705  0.3752
H  -1.075  3.515  -1.396  0.3601
H  -2.923  0.897  -1.104  0.2949
C  1.377  -1.657  -0.812  -1.0225
H  1.978  -1.908  -1.717  0.4652
H  2.816  -1.966  0.725  1.0129
H  0.671  -2.413  -0.459  0.4397
C  0.114  0.535  -0.029  -0.8472
H  0.402  2.682  -1.525  0.2727
C  -1.022  1.486  -0.551  0.8739

Properties
- 2S+1: 2
- M: 118.20 g mol⁻¹
- Total charge: 0
- HOMO-LUMO gap (spin up / spin down): 3.93 / 9.57 eV
- E_LUMO (spin up / spin down): 0.58 / 0.40 eV
- <S²>: 0.750
- Total energy: -368.011563 Eh
- Energy above the lowest of the compared OMol25 structures with the same formula, charge and spin: 293.1 kJ/mol

# 3
This record from the OMol25 dataset describes 7 unconnected molecules or ions with the total composition C33H61F3N3O12P in a non-equilibrium geometry. The level of theory is wB97M-V/def2-TZVPD.

Last column: Mulliken charge in e.
Positions of all 113 atoms, in Å:
H  -3.860  2.120  -2.114  0.2977
H  -7.383  -6.410  -2.683  -0.0474
C  2.970  6.707  2.118  0.8732
C  -1.604  -1.732  -1.994  -0.0135
H  -1.783  -1.780  -5.045  0.2196
H  3.607  1.166  3.349  0.3109
O  5.005  3.512  3.209  -0.1294
H  -5.619  -7.496  2.343  0.2995
H  0.542  5.297  -1.791  0.3226
C  -3.320  -7.572  -1.388  -0.5728
H  3.769  5.561  5.099  0.1852
H  0.955  -1.877  -0.448  0.0743
H  -8.488  -5.497  -1.623  0.2800
F  -1.245  -5.099  -3.742  -0.2763
O  -1.009  3.255  -1.795  -0.5513
O  -9.225  -4.024  -3.924  -0.5919
C  -9.589  -8.291  -3.141  -0.9377
H  1.160  3.867  1.340  0.2097
C  5.897  1.809  4.740  -1.3248
H  -0.328  -3.657  0.417  0.1540
O  -0.543  3.096  0.389  -0.3777
H  2.657  8.385  4.676  0.3046
H  10.312  5.744  0.464  0.2751
H  -2.582  1.129  -1.089  -0.0012
H  10.669  4.522  -0.744  0.2989
C  -2.239  -1.813  -0.450  -0.1964
O  2.944  6.043  3.296  -0.1502
H  -1.648  4.124  2.597  0.3745
H  5.996  1.142  3.884  0.3563
O  -5.384  -9.946  1.622  -0.5866
H  10.117  6.135  -1.255  0.3584
H  7.845  5.670  -0.259  0.2994
C  5.636  3.237  4.373  0.9165
H  7.695  5.425  3.226  0.1684
C  -2.815  -1.399  -3.011  0.4298
H  -3.667  0.486  -4.069  0.3238
C  0.043  5.148  -0.827  -0.6769
H  -4.339  0.458  -1.321  0.2757
O  2.478  6.202  1.112  -0.6475
H  -3.197  -6.786  -2.139  0.0522
C  -8.954  -7.570  -4.314  -0.3276
H  -3.002  -7.177  -0.419  0.2550
C  -2.784  -2.097  -4.481  -1.1951
H  1.840  7.071  5.503  0.3032
N  -2.687  -2.092  0.745  -0.5999
O  -4.910  -9.136  -0.411  -0.3827
H  -9.270  -8.053  -5.244  0.3050
C  -1.478  -4.476  -2.384  0.9385
F  -0.964  -5.517  -1.415  -0.2706
H  4.648  6.814  4.246  0.3491
C  -0.692  -3.047  -2.283  0.1492
H  5.659  1.929  1.998  0.3931
C  8.208  3.944  1.801  0.8964
H  -5.068  -6.797  0.839  0.2741
O  5.929  4.146  5.148  -0.6187
H  4.638  3.134  1.238  0.4002
H  1.631  -4.626  -1.880  0.2772
C  3.522  1.747  2.427  -0.9849
C  4.776  2.556  2.158  -0.5332
C  -4.757  -8.055  -1.350  -0.4440
H  4.280  8.294  2.845  0.3965
C  -3.466  1.027  -1.861  -0.6379
O  7.931  2.976  2.505  -0.5996
H  5.091  1.454  5.388  0.3370
H  -0.862  -0.796  -1.974  0.6186
C  -0.661  4.530  2.353  -1.1034
C  8.415  5.296  2.410  -0.9543
H  3.335  7.751  6.188  0.3949
H  -7.180  -4.682  -2.523  0.3357
C  -5.107  -8.977  0.917  0.7075
H  -2.856  -3.264  -4.501  0.2093
C  -2.890  0.258  -3.203  -0.6389
H  0.792  5.347  -0.062  0.0394
H  -0.830  5.438  1.769  0.2712
H  -3.665  -1.677  -5.160  0.3794
H  0.281  2.614  2.193  0.3774
H  -3.885  -7.565  1.929  0.2328
O  8.405  3.786  0.472  -0.3670
H  -9.279  -9.340  -3.119  0.3475
C  0.383  -2.779  -3.537  -0.0051
F  -2.942  -4.419  -2.132  -0.2001
H  -2.645  -8.399  -1.628  0.3210
C  3.641  6.459  4.485  -0.1772
H  9.430  5.356  2.812  0.2838
C  3.530  8.095  2.079  -1.2873
C  -4.900  -7.625  1.527  -0.8141
H  -5.025  -8.458  -2.332  0.3682
H  8.247  6.124  1.722  0.3515
C  -0.517  3.760  -0.788  0.8474
H  -7.861  -7.616  -4.299  0.3016
H  4.030  8.244  1.116  0.3385
C  -8.880  -5.180  -3.686  0.5684
N  1.702  -4.208  -0.928  -0.8224
C  2.827  7.477  5.260  -1.2520
H  -0.776  5.867  -0.732  0.2569
H  -5.470  -7.251  -1.142  0.2523
O  -9.411  -6.207  -4.387  -0.3557
H  -0.153  4.804  3.282  0.3070
H  8.290  4.464  -1.449  0.3213
H  2.711  8.814  2.175  0.2872
H  2.660  2.410  2.550  0.0683
H  -9.315  -7.830  -2.188  0.2606
C  0.153  3.512  1.579  -0.1684
H  -3.852  -1.689  -2.503  0.2810
C  -7.933  -5.477  -2.565  -0.4544
H  3.323  1.058  1.601  0.4394
H  -10.680  -8.246  -3.211  0.3155
P  0.457  -3.202  -0.714  0.5450
H  -1.813  0.674  -3.436  0.2553
N  0.831  -2.534  -4.732  -0.5338
H  6.847  1.755  5.282  0.3181
C  9.994  5.350  -0.505  -0.9656
C  8.558  4.866  -0.466  -0.3618

Properties
- 2S+1: 1
- M: 779.83 g mol⁻¹
- Total charge: 0
- HOMO-LUMO gap: 8.35 eV
- E_LUMO: -0.69 eV
- Total energy: -3001.793394 Eh

# 4
This record from the OMol25 dataset describes 2 unconnected molecules or ions with the total composition C2H5Cl3O in a non-equilibrium geometry. The level of theory is wB97M-V/def2-TZVPD.

Last column: Mulliken charge in e.
Positions of all 11 atoms, in Å:
C  -1.081  0.751  0.028  0.5040
Cl  -1.139  2.226  -1.017  -0.1391
Cl  -1.765  1.056  1.605  -0.1307
H  3.103  -0.298  0.448  0.3236
C  -1.907  -0.384  -0.514  -1.1452
H  -1.816  -1.221  0.199  0.3622
Cl  0.578  0.141  0.254  -0.1590
H  -1.460  -0.690  -1.474  0.3311
O  4.031  -0.487  0.180  -0.5974
H  4.433  -0.919  0.967  0.3200
H  -2.978  -0.175  -0.675  0.3305

Properties
- 2S+1: 1
- M: 151.42 g mol⁻¹
- Total charge: 0
- HOMO-LUMO gap: 11.66 eV
- E_LUMO: 0.41 eV
- Total energy: -1535.009014 Eh
- Energy above the lowest of the compared OMol25 structures with the same formula, charge and spin: 15.0 kJ/mol

# 5
This record from the OMol25 dataset describes 3 unconnected molecules or ions with the total composition C15H23F6NO8 in a non-equilibrium geometry. The level of theory is wB97M-V/def2-TZVPD.

Last column: Mulliken charge in e.
Positions of all 53 atoms, in Å:
O  0.186  1.975  0.645  -0.5087
C  -6.904  -0.636  1.623  0.4868
C  6.498  -2.342  -2.667  -1.1070
C  -2.766  0.141  0.549  -0.2120
H  6.168  -2.935  -3.518  0.3700
C  0.139  2.292  -1.758  0.8732
H  -4.556  -0.610  -0.418  0.1796
H  -4.086  -4.410  2.156  0.3320
F  1.132  2.080  -2.635  -0.2469
O  -2.528  -2.320  1.004  -0.3838
F  7.133  0.257  1.024  -0.2539
H  -4.084  -2.688  -0.268  0.1677
F  5.968  1.947  0.315  -0.2941
O  5.860  -0.527  -1.172  -0.3091
C  -2.461  -1.033  1.453  0.2369
C  -3.910  -4.304  1.093  -1.4335
C  -3.847  -2.815  0.786  0.3110
H  2.875  4.510  0.778  0.3446
H  -6.631  -0.941  -0.321  0.2338
H  -2.974  -4.773  0.831  0.3430
C  5.492  -1.254  -2.359  -0.2103
H  -4.724  1.635  1.676  0.4451
H  6.624  -2.999  -1.806  0.3059
H  -4.179  1.042  -0.740  0.2932
F  -0.528  3.393  -2.147  -0.2756
H  -6.026  1.319  0.589  0.3999
C  6.765  0.432  -1.328  0.3702
H  4.005  2.284  0.587  0.3601
O  -5.729  -0.111  2.015  -0.3466
C  7.005  1.134  0.016  0.8532
H  -2.148  0.024  -0.334  0.1736
F  -0.702  1.255  -1.835  -0.2385
H  -7.856  -1.741  0.350  0.2985
C  -4.216  0.300  0.053  -0.3459
H  4.518  -1.691  -2.150  0.3191
N  -6.891  -1.475  0.503  -0.4008
H  1.553  3.774  1.667  0.3380
O  -7.864  -0.426  2.214  -0.4991
H  -4.730  -4.741  0.548  0.3749
O  1.724  3.278  -0.353  -0.3444
O  7.297  0.746  -2.351  -0.5047
C  3.264  2.479  1.357  -1.0886
C  0.675  2.470  -0.329  0.4153
H  -4.598  -2.325  1.384  0.1512
O  -2.096  -0.840  2.527  -0.5238
C  -5.179  0.850  1.092  -0.7262
F  8.111  1.877  -0.008  -0.2449
H  5.370  -0.569  -3.198  0.3224
H  3.775  2.753  2.280  0.3721
H  -2.448  1.048  1.031  0.4558
H  2.722  1.548  1.527  0.3462
C  2.325  3.583  0.922  -0.2914
H  7.475  -1.918  -2.900  0.3167

Properties
- 2S+1: 1
- M: 459.34 g mol⁻¹
- Total charge: 0
- HOMO-LUMO gap: 10.36 eV
- E_LUMO: 0.46 eV
- Total energy: -1841.254039 Eh
- Energy above the lowest of the compared OMol25 structures with the same formula, charge and spin: 118.2 kJ/mol